The molecule C5H8N2 in a non-equilibrium geometry. Source: OMol25; level of theory: the ωB97M-V functional and the def2-TZVPD basis.

Atoms and positions in Å:
N (-2.277557, 1.323724, -0.461111)
N (0.226721, -1.967064, -0.305778)
C (-1.331898, 0.843103, 0.154870)
C (-0.196327, 0.355510, 0.508920)
C (0.248039, -0.730430, -0.517843)
C (0.523148, 0.430856, 1.816228)
C (0.900060, -0.185999, -1.747515)
H (-3.218892, 0.978797, -0.302239)
H (1.237668, -1.003571, -2.380816)
H (0.565856, -0.547489, 2.298284)
H (1.548099, 0.765397, 1.653698)
H (0.202981, 0.453128, -2.287099)
H (-0.214971, -2.268946, 0.557718)
H (1.763410, 0.417777, -1.467677)
H (0.023664, 1.135211, 2.480361)

Cartesian forces, eV/Å:
N 0.2 0.5 0.3
N -0.1 -0.7 -0.3
C -1.5 0.8 -0.8
C 0.7 -2.0 -0.3
C 0.6 1.0 1.0
C 0.0 0.4 0.0
C 0.0 -0.2 -0.2
H 0.2 -0.3 0.1
H -0.1 0.0 -0.1
H -0.1 0.0 0.0
H 0.1 0.0 0.1
H 0.0 0.1 -0.1
H -0.1 0.4 0.2
H 0.0 0.1 0.0
H 0.1 0.0 0.1

Results
HOMO energy	-8.765	eV
E_LUMO	0.729	eV
energy	-8293.1420	eV
ΔE to the lowest compared entry with this formula, charge and spin	42.8	kcal/mol
strongest force on any atom	2.145	eV Å⁻¹
orbital gap	9.49	eV
SMILES	[H]/N=C(/C)C(C)=C=N


A cluster of 8 separate species, C28H78N6O10 in total in a non-equilibrium geometry. Source: OMol25; level of theory: the ωB97M-V functional and the def2-TZVPD basis.

Atoms and positions in Å:
O (-5.916163, 5.026967, -0.537373)
O (1.131757, -5.296853, -5.053283)
O (6.444207, -4.551553, -0.899773)
O (8.087607, 2.736317, -4.427803)
O (-2.624583, -0.775603, -0.192293)
O (-8.136773, 0.706037, -2.137003)
O (1.270757, 4.089897, 6.677837)
O (-2.652273, -5.860413, 3.279967)
O (0.124417, -1.482123, 0.437147)
O (-1.477693, -3.904323, -4.835613)
N (-4.540783, 7.872507, 0.095227)
N (-0.773163, -7.200143, 4.886947)
N (3.060857, 3.349707, 3.654647)
N (-8.838373, -0.292003, -4.796573)
N (4.593367, -2.587583, 0.461097)
N (7.596637, 0.512127, -2.296303)
C (-6.502423, -0.386333, -5.347323)
C (5.253877, 1.367507, -2.802033)
C (6.510507, -5.447703, -2.045483)
C (8.532437, 3.973777, -4.723573)
C (-3.467033, -5.187043, 2.330777)
C (-7.485313, -0.233083, -4.227123)
C (-7.500993, 0.098927, -0.985343)
C (-4.050803, 6.514167, 0.070787)
C (3.580607, 5.176707, 4.907637)
C (-7.270743, 0.977817, -3.309273)
C (-1.468283, 0.031517, -0.436303)
C (-4.006193, 5.837097, 1.462337)
C (1.454217, 3.643507, 5.404177)
C (-7.138203, 5.665367, -0.859433)
C (-0.573343, -0.267823, 0.788557)
C (-1.132353, -5.854133, 5.172467)
C (5.150347, -3.703093, 1.112417)
C (7.207407, 2.769397, -3.380423)
C (-4.783103, 5.608907, -1.109373)
C (0.043787, 3.937397, 7.296567)
C (2.951177, 3.780837, 4.955857)
C (-0.285203, -3.220863, -5.231463)
C (5.411977, -4.850473, 0.095567)
C (4.268527, -3.913733, 2.359207)
C (0.033297, -5.319753, 5.929417)
C (6.681527, 1.282257, -3.182563)
C (-1.501763, -5.216293, 3.778477)
C (0.957047, -3.951503, -4.599163)
H (-5.478653, 7.865747, 0.469997)
H (-1.795313, 1.071297, -0.432673)
H (-3.115623, -5.164673, 1.299217)
H (-7.235783, 6.535437, -0.210163)
H (-4.756713, 8.286667, -0.800293)
H (4.872977, 0.347417, -2.851343)
H (0.073667, 0.593337, 0.955527)
H (0.955657, 4.444487, 4.858287)
H (6.143827, -3.412853, 1.454257)
H (6.344127, 3.400527, -3.591413)
H (1.109357, 2.638087, 5.162757)
H (0.324067, -5.689903, 6.912537)
H (-1.345933, -4.842833, -4.682503)
H (5.760587, -5.694373, 0.690877)
H (7.661107, 4.543687, -5.046193)
H (-3.040823, -0.829913, -1.055653)
H (-0.315153, -2.254263, -4.728593)
H (3.270767, -4.319873, 2.192977)
H (0.901167, -5.445233, 5.281997)
H (6.682157, 0.770397, -4.144913)
H (0.146387, 4.204687, 8.348297)
H (-4.952723, 5.381877, 1.753817)
H (-8.119093, -0.141943, -0.120443)
H (-7.595683, 1.851117, -3.874833)
H (-8.894853, -1.169443, -5.293563)
H (2.494257, 3.829717, 2.970057)
H (1.634177, -5.382813, -5.866773)
H (-0.807723, -5.140863, 2.941387)
H (-6.201243, 1.032657, -3.106093)
H (-0.258293, -3.223773, -6.321133)
H (3.997137, 3.339357, 3.275977)
H (-6.808723, 0.819967, -0.550653)
H (7.339957, -5.160863, -2.691883)
H (-4.976583, 6.305077, -1.925473)
H (-1.542603, -7.683743, 4.446267)
H (-3.788133, 6.525577, 2.278757)
H (2.914827, 5.943427, 4.511407)
H (4.476737, 5.133407, 4.288627)
H (4.499857, -5.245163, -0.352043)
H (-0.637033, 4.735997, 7.001887)
H (8.894607, 4.547677, -3.870603)
H (1.063547, -1.314633, 0.329577)
H (4.180147, -3.070883, 3.044687)
H (-4.105433, 4.834627, -1.469013)
H (5.185857, -2.478573, -0.349563)
H (-0.383793, 2.935027, 7.319767)
H (-9.351203, -0.352503, -3.928563)
H (1.926167, -3.500643, -4.812753)
H (5.194137, 1.692267, -1.763253)
H (-1.004373, -0.132303, -1.408953)
H (3.508527, 3.143527, 5.642367)
H (7.489787, -0.463803, -2.059133)
H (-6.450483, -1.342173, -5.868633)
H (8.528027, 0.516617, -2.686943)
H (4.005107, 5.423987, 5.880647)
H (4.828897, -1.798073, 1.045297)
H (7.606637, 3.090237, -2.418243)
H (-6.530223, 0.446107, -6.050433)
H (5.594747, -5.338223, -2.626423)
H (-1.925743, -5.874493, 5.919597)
H (-7.861983, 4.933407, -0.500973)
H (4.607357, 2.044197, -3.360773)
H (-3.326973, 4.984747, 1.478097)
H (-3.008483, 6.533037, -0.247503)
H (-7.038993, -0.848373, -1.263343)
H (-7.353913, -1.089083, -3.565233)
H (-5.526173, -0.381603, -4.862553)
H (-1.777183, -4.182813, 3.988607)
H (0.839627, -3.883093, -3.517663)
H (-3.685183, -4.154593, 2.603797)
H (-7.179303, 5.908807, -1.921103)
H (-0.062603, -7.296063, 4.175607)
H (-4.359023, -5.813333, 2.315687)
H (-1.089903, -0.408533, 1.738017)
H (-0.236403, -4.297273, 6.193787)
H (4.697177, -4.719163, 2.955577)
H (6.581357, -6.517183, -1.847243)
H (9.368697, 3.969417, -5.422683)

Cartesian forces, eV/Å:
O -0.1 -0.4 -1.0
O -1.0 -0.6 0.9
O -0.6 -0.3 0.3
O 0.9 -1.7 0.1
O 0.1 0.0 -1.1
O 0.4 0.6 0.1
O 1.4 -0.5 2.5
O -0.3 -0.6 0.1
O 0.0 0.3 0.7
O -0.3 0.6 0.1
N -0.9 0.5 0.8
N -0.4 -2.8 0.0
N -0.4 -3.0 -3.5
N 0.5 0.8 1.0
N -0.3 1.6 -1.6
N 0.3 1.0 0.5
C 1.7 0.5 0.4
C -0.7 -1.0 1.8
C -0.9 0.7 0.4
C 0.5 2.4 -0.4
C -0.1 -0.6 0.3
C 0.0 -0.8 -0.6
C 0.6 0.6 -0.7
C 0.5 -1.6 -1.8
C 0.4 0.1 1.8
C -1.0 -1.8 0.0
C -0.8 0.4 2.3
C -1.0 -0.1 -0.3
C 0.9 1.8 -1.8
C 0.5 -0.6 1.2
C 0.8 0.0 -1.8
C 0.6 -1.2 -1.1
C 0.4 -0.6 0.5
C -1.4 -2.8 1.0
C 1.3 1.2 2.7
C -0.5 0.8 1.1
C -0.4 1.4 1.8
C 0.8 -1.9 1.3
C 0.3 -1.1 0.6
C 0.5 -2.3 0.3
C 0.6 2.0 -0.2
C 1.2 0.6 -1.2
C -1.3 1.9 1.2
C 0.3 0.4 -1.4
H -0.2 0.0 0.8
H 0.1 0.4 0.1
H 0.7 -0.1 0.0
H -0.3 0.5 -0.3
H 0.8 -0.3 -0.6
H -0.6 0.1 0.1
H 0.5 -0.1 -0.1
H -0.6 -0.5 -1.4
H 0.4 -0.4 0.4
H -0.1 0.2 -0.3
H -0.2 -0.1 0.2
H -0.7 -1.0 -0.2
H 0.5 -0.1 -0.2
H 0.3 -0.2 0.1
H 0.1 0.5 -0.8
H -0.5 -0.3 0.1
H -0.1 0.3 -0.6
H -0.2 0.5 -0.6
H 0.3 0.7 0.1
H 0.2 0.5 -0.5
H 0.6 -0.2 0.2
H -0.4 0.1 -0.3
H -1.1 0.2 -0.7
H -0.3 0.3 0.7
H -0.3 -0.2 0.0
H -0.2 0.2 0.3
H 0.0 0.6 0.0
H 1.0 -0.5 0.6
H 0.0 0.2 0.6
H 0.3 0.5 0.0
H 0.0 0.0 0.3
H 0.6 -0.2 -0.3
H 0.1 0.2 0.4
H -0.3 0.0 -0.2
H -0.4 -0.1 0.1
H 0.4 0.2 -0.3
H -0.1 0.0 0.2
H -0.2 -0.1 -0.3
H -0.3 0.5 -0.5
H -0.6 -0.4 -0.8
H 0.2 -0.2 0.6
H 0.1 0.1 0.1
H 0.2 0.3 -0.5
H 0.0 -0.2 0.1
H -0.1 0.5 -0.6
H -0.1 -0.1 -0.7
H -1.2 -0.2 -0.3
H -0.2 0.9 -0.1
H -0.2 0.0 0.3
H 0.3 -0.5 0.2
H 0.3 -0.1 -0.1
H -1.2 0.0 -0.3
H -0.8 0.0 -0.1
H 0.1 0.5 -0.2
H -0.5 0.7 0.3
H -0.3 0.5 0.0
H 0.5 0.2 0.0
H -0.1 -0.1 -0.1
H -0.2 0.1 -0.1
H -0.8 0.2 -0.8
H -0.5 0.2 -0.6
H 0.4 -0.2 -0.4
H 0.3 0.3 -0.1
H 0.2 0.3 -0.2
H 0.4 0.1 -0.1
H 0.2 -0.3 0.2
H 0.4 0.3 -0.1
H -0.1 0.6 0.0
H -0.1 -0.7 0.0
H -0.1 0.0 0.3
H -0.4 0.0 0.0
H 0.5 0.5 0.1
H -0.3 0.4 0.0
H -0.5 -0.2 -0.4
H 0.7 0.6 -0.5
H 0.4 0.0 0.3
H 0.2 0.0 0.7
H -0.4 -0.2 -0.3

Results
HOMO energy	-8.734	eV
E_LUMO	0.188	eV
energy	-59706.7906	eV
ΔE to the lowest compared entry with this formula, charge and spin	231.6	kcal/mol
strongest force on any atom	4.684	eV Å⁻¹
orbital gap	8.92	eV
SMILES	COC[C@H](C)N.COC[C@H](C)N.COC[C@H](C)N.COC[C@H](C)N.COC[C@H](C)N.COC[C@H](C)N.OCCO.OCCO